i | C4H12N2O | wB97M-V/def2-TZVPD

Computed properties:
E_LUMO = 0.035 hartree
total charge = 0
SMILES string = NC[C@H](N)CCO
highest occupied orbital energy = -8.907 eV
Kohn-Sham gap = 9.8 eV

```
19
C4H12N2O, DFT wB97M-V/def2-TZVPD
N -0.7277 -1.4325 -2.3205
C 0.0900 -1.3481 -1.1125
C -0.2523 -0.3024 0.0283
N -1.0830 0.7123 -0.5765
C 0.9764 0.2609 0.6615
C 0.9504 1.0145 1.9908
O -0.0373 2.0371 1.9765
H -1.6415 -1.8589 -2.2664
H -0.8641 -0.5168 -2.6980
H 0.0765 -2.3702 -0.6212
H 1.1007 -1.2915 -1.5346
H -0.8490 -0.7800 0.8228
H -0.6742 1.5365 -1.0040
H -2.0489 0.5121 -0.7282
H 1.6079 0.8938 -0.0071
H 1.7809 -0.5281 0.6778
H 0.5643 0.2680 2.7396
H 1.9071 1.3868 2.4038
H -0.8762 1.8064 1.5677
```

ii | C4H12N2O | wB97M-V/def2-TZVPD

Computed properties:
E_LUMO = 0.023 hartree
total charge = 0
highest occupied orbital energy = -7.425 eV
Kohn-Sham gap = 8.1 eV

```
19
C4H12N2O, DFT wB97M-V/def2-TZVPD
C -1.0351 -0.6039 -1.2076
C 1.0586 -0.3106 -1.7972
N -1.6123 0.4585 -0.6561
H -1.8270 1.2536 -1.2407
H -1.4885 0.6449 0.3489
H -1.2568 -0.8091 -2.2456
H -0.8383 -1.4390 -0.5504
H 0.8157 0.4337 -2.5582
H 2.1301 -0.1887 -1.6190
H 0.9844 -1.3006 -2.2483
C 1.2341 0.3823 0.9773
C 0.2198 -0.3041 1.7351
N -0.8827 0.4963 2.1798
O 0.1235 -1.5247 1.8594
H -0.6471 1.4282 2.4942
H -1.4665 -0.0109 2.8323
H 0.9568 0.0864 -0.4362
H 1.3467 1.4483 1.1674
H 2.1846 -0.1406 0.9650
```

Which structure is most stable? i, by 0.0795 hartree over the runner-up.

i | C4H12N2O | wB97M-V/def2-TZVPD

Computed properties:
E_LUMO = 0.030 hartree
total charge = 0
SMILES string = NCCNCCO
highest occupied orbital energy = -9.137 eV
Kohn-Sham gap = 10.0 eV

```
19
C4H12N2O, DFT wB97M-V/def2-TZVPD
N 1.3979 0.9704 -2.4022
C 0.1862 0.1883 -2.0592
C -0.5871 0.8533 -0.9266
N 0.1413 0.8739 0.3526
C 0.2803 -0.4503 0.9849
C -0.7361 -0.7515 2.0940
O -0.1989 -1.6246 3.0608
H 2.2096 0.3683 -2.3278
H 1.5162 1.6264 -1.6277
H -0.4586 0.1885 -2.9406
H 0.3979 -0.8503 -1.8116
H -1.5736 0.3800 -0.8550
H -0.7893 1.8722 -1.2413
H -0.4689 1.4104 0.9581
H 1.2050 -0.4333 1.5548
H 0.3284 -1.2137 0.2149
H -1.7027 -1.0984 1.6989
H -0.9606 0.2045 2.5772
H -0.1871 -2.5139 2.6956
```

ii | C4H12N2O | wB97M-V/def2-TZVPD

Computed properties:
E_LUMO = 0.032 hartree
total charge = 0
SMILES string = CCC/N=C\N.O
highest occupied orbital energy = -7.904 eV
Kohn-Sham gap = 8.8 eV

```
19
C4H12N2O, DFT wB97M-V/def2-TZVPD
C -1.5396 1.5191 1.3582
C -1.1138 1.4721 -0.0446
C 0.3403 0.9122 -0.1051
N 0.5238 0.0022 -1.2316
C 1.5530 -0.8033 -1.4999
N 2.0065 -1.8420 -0.7780
H -0.6194 1.6610 1.9854
H -2.3392 2.2801 1.4894
H -1.8033 0.4695 1.6625
H -1.8332 0.9166 -0.7379
H -1.0872 2.4821 -0.3899
H 0.4895 0.3267 0.8353
H 1.0703 1.7584 -0.2980
H 2.1078 -0.6038 -2.4868
H 3.0056 -2.0972 -0.7796
H 1.1336 -2.2484 -0.4222
O -0.4042 -2.3207 0.5478
H -1.2853 -2.4623 0.5874
H -0.2052 -1.4225 0.3076
```

Which structure is most stable? i, by 0.0653 hartree over the runner-up.

i | C4H12N2O | wB97M-V/def2-TZVPD

Computed properties:
E_LUMO = 0.026 hartree
total charge = 0
SMILES string = C=C(N)CCN.O
highest occupied orbital energy = -7.987 eV
Kohn-Sham gap = 8.7 eV

```
19
C4H12N2O, DFT wB97M-V/def2-TZVPD
C 0.5955 -0.3988 -1.8350
C 0.7808 0.5672 -0.9353
N 1.4832 1.7413 -1.2330
C 0.4422 0.3659 0.5113
C 1.6290 0.0922 1.4196
N 2.1643 -1.2913 1.1904
H 0.9994 -0.3822 -2.8249
H 0.0695 -1.2740 -1.4769
H 2.1369 1.7079 -1.9936
H 1.7710 2.2933 -0.4486
H -0.1496 1.1432 1.0143
H -0.3024 -0.4448 0.4884
H 2.4607 0.7786 1.2889
H 1.3236 0.1718 2.4681
H 2.8116 -1.5028 1.9446
H 1.4028 -1.9329 1.4130
O -5.8570 -0.8162 0.3077
H -5.0203 -1.0622 0.7381
H -6.3702 -0.3333 0.9657
```

ii | C4H12N2O | wB97M-V/def2-TZVPD

Computed properties:
E_LUMO = 0.030 hartree
total charge = 0
SMILES string = CNC[C@@H](N)CO
highest occupied orbital energy = -8.610 eV
Kohn-Sham gap = 9.4 eV

```
19
C4H12N2O, DFT wB97M-V/def2-TZVPD
C 0.5491 -2.9286 -0.5424
N 0.9405 -1.5107 -0.2943
C -0.1560 -0.7037 0.1301
C 0.2668 0.7828 0.2517
N 0.6513 1.4077 -1.0115
C -0.9201 1.6039 0.9064
O -0.4591 2.9237 1.0247
H 0.2450 -3.2111 0.4648
H -0.3600 -2.9978 -1.1575
H 1.3960 -3.4454 -0.9682
H 1.4050 -1.0917 -1.0906
H -0.4463 -1.0308 1.1457
H -1.0043 -0.5510 -0.5950
H 1.0993 0.8111 0.9642
H -0.2109 1.4555 -1.5438
H 1.0330 2.3020 -0.7314
H -1.0642 1.2199 1.9355
H -1.7981 1.4261 0.2695
H -1.1669 3.5381 0.8419
```

iii | C4H12N2O | wB97M-V/def2-TZVPD

Computed properties:
E_LUMO = 0.033 hartree
total charge = 0
SMILES string = CC(=O)C(N)N.C
highest occupied orbital energy = -8.927 eV
Kohn-Sham gap = 9.8 eV

```
19
C4H12N2O, DFT wB97M-V/def2-TZVPD
C -1.8046 0.2838 0.3141
C -0.4441 -0.3634 0.4300
O -0.2910 -1.2825 1.2430
C 0.4862 -0.3805 -0.9747
N -0.2915 -0.6808 -2.1454
N 1.5018 -1.3862 -0.8482
H -2.5421 -0.4690 0.0257
H -2.0735 0.7062 1.2851
H -1.7882 1.1036 -0.4062
H 0.9811 0.5840 -1.1242
H 0.2946 -0.6694 -2.9746
H -0.6921 -1.6107 -2.0521
H 1.3850 -2.1325 -1.5243
H 1.4750 -1.8294 0.0713
C 0.7535 1.6372 1.7612
H 0.6312 1.1399 0.6745
H 1.7894 1.4264 2.0285
H 0.5454 2.7066 1.7047
H 0.0839 1.2165 2.5118
```

iv | C4H12N2O | wB97M-V/def2-TZVPD

Computed properties:
E_LUMO = 0.033 hartree
total charge = 0
SMILES string = NCC[C@H](N)CO
highest occupied orbital energy = -9.267 eV
Kohn-Sham gap = 10.2 eV

```
19
C4H12N2O, DFT wB97M-V/def2-TZVPD
N -0.0655 -2.2236 -1.1920
C -0.7247 -1.7774 0.0729
C -1.0418 -0.3115 -0.0413
C 0.2153 0.5813 -0.0548
N 1.3375 0.3154 0.8487
C -0.2325 2.0226 0.1594
O 0.6602 2.9957 -0.3888
H -0.0311 -3.2421 -1.1736
H 0.9201 -2.0328 -1.0048
H -0.2267 -2.0665 1.0017
H -1.6445 -2.3688 0.2305
H -1.5714 0.0508 0.8661
H -1.5577 -0.0034 -0.9502
H 0.6011 0.4879 -1.0975
H 2.2016 0.5629 0.3921
H 1.4047 -0.6582 1.1190
H -0.2759 2.1401 1.2432
H -1.1787 2.1778 -0.3646
H 1.2100 3.3497 0.3338
```

Which structure is most stable? iv, by 0.0045 hartree over the runner-up.

i | C4H12N2O | wB97M-V/def2-TZVPD

Computed properties:
E_LUMO = 0.033 hartree
total charge = 0
SMILES string = NCC[C@H](N)CO
highest occupied orbital energy = -8.812 eV
Kohn-Sham gap = 9.7 eV

```
19
C4H12N2O, DFT wB97M-V/def2-TZVPD
N 2.5726 0.3783 -1.4345
C 1.1139 0.4173 -1.5030
C 0.3303 0.7367 -0.2064
C -0.7262 -0.3104 0.1393
N -1.9997 0.0648 -0.4421
C -0.8055 -0.5397 1.6534
O -1.0820 -1.8986 1.9319
H 2.8799 0.0735 -0.5167
H 2.9553 1.3184 -1.4370
H 0.8178 -0.5617 -1.8753
H 0.8598 1.0852 -2.3246
H -0.1221 1.7123 -0.3541
H 1.0695 0.9209 0.5830
H -0.5079 -1.2506 -0.3664
H -2.6324 0.7423 -0.0519
H -2.4769 -0.7166 -0.8547
H 0.1192 -0.2026 2.1271
H -1.5429 0.1246 2.0901
H -0.8228 -2.0942 2.8419
```

ii | C4H12N2O | wB97M-V/def2-TZVPD

Computed properties:
E_LUMO = 0.033 hartree
total charge = 0
SMILES string = CNC(C)=O.CN
highest occupied orbital energy = -9.021 eV
Kohn-Sham gap = 9.9 eV

```
19
C4H12N2O, DFT wB97M-V/def2-TZVPD
C 1.5362 1.0953 1.6893
N 1.1225 -0.2766 1.4617
C -0.0618 -0.5121 0.8556
C -0.3321 -1.8312 0.3216
O -0.9404 0.3681 0.8494
H 1.2981 1.7138 0.8212
H 1.1668 1.4012 2.6915
H 2.6382 1.0041 1.6583
H 1.9775 -0.8298 1.2728
H -1.1285 -2.1900 0.9060
H 0.4344 -2.5979 0.4887
H -0.8033 -1.7861 -0.6772
C -0.2072 0.9589 -2.5425
N -1.1823 -0.0255 -2.0208
H 0.0936 0.8348 -3.6025
H -0.6158 2.0687 -2.5890
H 0.8210 0.9762 -1.9406
H -1.4769 0.4942 -1.1237
H -2.0737 -0.1852 -2.7307
```

Which structure is most stable? i, by 0.0073 hartree over the runner-up.